# 1
Density functional theory data (the ωB97M-V functional and the def2-TZVPD basis) for a molecular structure, C21H24FMnN10O3S.

Summary:
Expectation value of S²: 3.978
Gap between HOMO and LUMO (spin up / spin down) (eV): 5.2273 / 7.1372
Energy (eV): -88057.168

ORCA input file:
```
! wB97M-V def2-TZVPD RIJCOSX def2/J DEFGRID3
* xyz 3 4
Mn -0.45 -3.72 -0.40
C 3.85 2.48 -1.43
C 3.54 1.83 -0.10
N 2.41 0.86 -0.20
C 2.69 -0.42 -0.31
C 1.73 -1.42 -0.45
C 2.25 -2.81 -0.58
O 3.42 -3.06 -0.58
O 1.32 -3.77 -0.72
C 0.40 -1.05 -0.50
O -0.60 -1.92 -0.63
C 0.07 0.33 -0.39
C -1.27 0.77 -0.41
C -1.56 2.09 -0.31
F -2.84 2.46 -0.38
C -0.56 3.09 -0.15
C 0.76 2.64 -0.12
C 1.09 1.29 -0.24
N -0.85 4.44 -0.02
C -2.22 4.94 0.20
C -2.17 6.43 0.57
N -0.92 6.70 1.36
C 0.32 6.52 0.50
C 0.03 5.47 -0.57
H 4.67 3.18 -1.31
H 2.99 3.03 -1.84
H 4.15 1.73 -2.17
H 3.29 2.54 0.68
H 4.39 1.26 0.26
H 3.74 -0.71 -0.28
H -2.08 0.07 -0.54
H 1.55 3.36 0.03
H -2.68 4.38 1.02
H -2.86 4.84 -0.67
H -3.03 6.71 1.17
H -2.13 7.08 -0.30
H -0.88 6.05 2.15
H -0.94 7.64 1.76
H 1.13 6.23 1.17
H 0.55 7.49 0.06
H 0.97 5.05 -0.91
H -0.44 5.93 -1.44
C -1.04 -8.93 -0.16
C -1.95 -7.80 -0.44
N -3.24 -7.86 -0.59
N -3.65 -6.58 -0.83
C -2.65 -5.72 -0.83
S -2.61 -4.02 -1.11
N -1.56 -6.47 -0.58
N -0.30 -5.87 -0.53
H -1.62 -9.84 -0.09
H -0.51 -8.78 0.79
H -0.30 -9.04 -0.96
H -4.63 -6.39 -0.98
H 0.19 -6.13 0.32
H 0.26 -6.16 -1.33
N 1.35 -0.42 4.01
C 0.65 -1.23 3.60
N -0.21 -2.11 3.10
C -0.37 -2.91 2.23
N -0.61 -3.77 1.40
*
```

Mulliken population analysis, charges in e, atoms 1 to 6:
1 Mn 0.439
2 C -0.982
3 C -0.944
4 N 0.190
5 C -0.274
6 C -0.052



# 2
Density functional theory data (the ωB97M-V functional and the def2-TZVPD basis) for a molecular structure, C22H32NO5RuS3.

Summary:
Expectation value of S²: 8.760
Gap between HOMO and LUMO (spin up / spin down) (eV): 7.8413 / 5.2196
Energy (eV): -70132.025

ORCA input file:
```
! wB97M-V def2-TZVPD RIJCOSX def2/J DEFGRID3
* xyz 2 6
Ru -0.26 0.13 -0.03
C 0.65 -3.11 -0.55
O 0.37 -1.89 -1.23
C -0.41 -2.07 -2.41
C -0.33 -0.80 -3.23
O -0.85 0.27 -2.43
C -0.82 1.57 -3.04
C 0.20 2.46 -2.36
O -0.04 2.37 -0.96
C 0.70 3.32 -0.18
H -0.26 -3.63 -0.26
H 1.25 -3.77 -1.19
H 1.23 -2.86 0.34
H -0.02 -2.90 -3.00
H -1.45 -2.29 -2.14
H 0.71 -0.61 -3.51
H -0.93 -0.92 -4.13
H -0.57 1.48 -4.10
H -1.81 1.99 -2.94
H 1.23 2.17 -2.59
H 0.05 3.49 -2.69
H 0.46 4.33 -0.50
H 0.39 3.19 0.86
H 1.77 3.15 -0.26
O 0.97 -0.08 4.02
C 0.93 0.11 2.83
O -0.12 0.43 2.14
C 2.18 -0.02 1.98
C 3.44 -0.23 2.56
C 4.52 -0.35 1.72
C 4.35 -0.24 0.33
C 5.42 -0.32 -0.60
C 5.19 -0.19 -1.94
C 3.89 0.02 -2.43
C 2.83 0.10 -1.56
C 3.04 -0.04 -0.17
N 1.98 0.05 0.69
H 3.52 -0.28 3.63
H 5.51 -0.53 2.13
H 6.42 -0.48 -0.22
H 6.02 -0.25 -2.64
H 3.74 0.13 -3.49
H 1.82 0.25 -1.90
C -3.03 1.53 2.85
C -3.56 2.02 1.51
S -2.70 1.46 -0.01
C -3.71 0.09 -0.65
C -3.82 -1.08 0.30
S -2.18 -1.75 0.75
C -2.48 -2.26 2.48
C -2.47 -1.19 3.57
S -3.84 0.02 3.49
H -3.20 2.29 3.60
H -1.96 1.34 2.80
H -3.45 3.10 1.46
H -4.62 1.79 1.37
H -3.23 -0.18 -1.59
H -4.71 0.49 -0.86
H -4.39 -1.89 -0.16
H -4.30 -0.79 1.23
H -1.68 -2.98 2.69
H -3.42 -2.80 2.46
H -1.54 -0.64 3.60
H -2.59 -1.70 4.53
*
```

Mulliken population analysis, charges in e, atoms 1 to 6:
1 Ru 0.976
2 C -0.932
3 O 0.169
4 C -0.720
5 C -0.800
6 O 0.026



# 3
Density functional theory data (the ωB97M-V functional and the def2-TZVPD basis) for 14 unconnected molecules or ions with the total composition C4H38N2O13.

Summary:
Expectation value of S²: 0.751
Gap between HOMO and LUMO (spin up / spin down) (eV): 2.2624 / 8.9212
Energy (eV): -34358.681

ORCA input file:
```
! wB97M-V def2-TZVPD RIJCOSX def2/J DEFGRID3
* xyz -1 2
C -3.57 2.11 0.49
C -2.69 2.82 -0.63
C -1.98 1.80 -1.58
N -0.69 1.38 -0.86
C -3.09 2.27 2.00
N -2.70 1.01 2.48
H -3.82 1.04 0.27
H -4.56 2.60 0.62
H -1.80 3.49 -0.14
H -3.30 3.59 -1.07
H -1.80 2.33 -2.52
H -2.55 0.99 -2.01
H -0.91 0.69 -0.19
H -0.21 0.85 -1.61
H -2.23 2.98 2.14
H -4.00 2.55 2.53
H -3.03 0.30 1.89
H -1.70 0.88 2.53
H -1.16 -2.03 2.65
H 0.07 -2.66 2.43
O -0.59 -2.75 3.00
H 2.71 -0.76 -1.26
H 1.99 -1.60 -2.50
O 1.94 -1.33 -1.42
H -0.52 -1.58 -2.97
H -0.59 -2.46 -4.13
O 0.05 -2.40 -3.33
H -2.10 -1.87 -1.79
H -3.35 -1.59 -2.68
O -2.47 -2.10 -2.74
H 3.57 1.42 -0.62
H 3.94 0.08 -0.34
O 4.13 0.76 -1.04
H 3.20 0.67 -2.56
H 2.16 1.41 -3.08
O 2.41 0.52 -3.11
H 0.17 2.18 3.80
H 0.89 3.05 2.69
O 1.06 2.75 3.60
H -2.23 -2.01 0.32
H -0.77 -1.80 -0.19
O -1.70 -1.42 -0.14
H 3.44 1.74 1.93
H 4.13 1.53 3.25
O 3.75 1.01 2.41
H 2.09 3.37 -0.40
H 1.69 1.87 -0.41
O 2.27 2.54 -0.09
H 0.29 -4.38 -2.43
H 0.93 -5.11 -1.21
O 0.20 -4.69 -1.51
H 0.45 -3.36 0.13
H 0.98 -2.05 -0.25
O 0.67 -2.43 0.45
H -0.07 0.13 1.91
H 1.40 0.39 2.43
O 0.57 -0.14 2.64
*
```

Mulliken population analysis, charges in e, atoms 1 to 6:
1 C -0.675
2 C -0.798
3 C -0.604
4 N -0.105
5 C -0.447
6 N -0.625



# 4
Density functional theory data (the ωB97M-V functional and the def2-TZVPD basis) for a molecular structure, C49H58AsN2PRuS3Se2.

Summary:
Expectation value of S²: 8.773
Gap between HOMO and LUMO (spin up / spin down) (eV): 6.9206 / 5.8819
Energy (eV): -290636.884

ORCA input file:
```
! wB97M-V def2-TZVPD RIJCOSX def2/J DEFGRID3
* xyz 1 6
Ru 1.17 0.21 -1.10
C -1.79 -4.51 3.37
C -0.26 -4.67 3.29
C 0.07 -6.07 2.77
C 0.35 -4.50 4.68
C 0.27 -3.58 2.36
C 0.12 -2.24 2.70
C 0.55 -1.27 1.82
N 1.12 -1.56 0.64
C 1.33 -2.84 0.32
C 0.90 -3.86 1.16
C 2.07 -3.12 -0.94
C 2.36 -4.41 -1.35
C 3.05 -4.65 -2.53
C 3.45 -3.53 -3.25
C 3.12 -2.27 -2.78
N 2.44 -2.05 -1.65
C 3.36 -6.05 -3.05
C 4.88 -6.18 -3.26
C 2.64 -6.24 -4.40
C 2.90 -7.13 -2.08
H -2.20 -5.24 4.08
H -2.26 -4.69 2.40
H -2.08 -3.51 3.72
H -0.33 -6.81 3.47
H 1.15 -6.23 2.69
H -0.39 -6.27 1.79
H 0.02 -5.31 5.33
H 0.05 -3.55 5.15
H 1.45 -4.52 4.63
H -0.36 -1.93 3.62
H 0.44 -0.23 2.06
H 1.06 -4.89 0.88
H 2.03 -5.25 -0.75
H 3.98 -3.61 -4.19
H 3.39 -1.39 -3.35
H 5.25 -5.49 -4.02
H 5.11 -7.20 -3.59
H 5.42 -5.99 -2.33
H 2.92 -5.47 -5.12
H 1.56 -6.21 -4.27
H 2.91 -7.22 -4.82
H 3.37 -7.03 -1.10
H 3.17 -8.11 -2.48
H 1.81 -7.12 -1.95
C 3.12 4.16 -0.59
Se 2.49 2.79 -1.81
C 4.19 1.86 -1.97
C 4.76 1.40 -0.64
Se 3.57 0.15 0.29
C 3.39 1.13 1.96
H 4.12 4.47 -0.92
H 3.15 3.81 0.44
H 2.45 5.00 -0.69
H 4.88 2.53 -2.47
H 3.99 1.03 -2.64
H 4.93 2.24 0.04
H 5.70 0.88 -0.78
H 4.39 1.41 2.30
H 2.95 0.45 2.67
H 2.77 2.02 1.84
S -0.04 -1.94 -5.02
C 0.16 -1.11 -3.63
S 1.24 0.28 -3.55
S -0.59 -1.50 -2.13
C -0.95 3.24 0.12
C -0.78 4.32 -0.95
As -1.54 6.09 -0.50
C -1.03 6.25 1.38
C 0.22 5.86 1.84
C 0.60 6.09 3.16
C -0.28 6.72 4.03
C -1.52 7.14 3.57
C -1.89 6.91 2.25
C -3.37 5.42 -0.32
C -3.93 4.88 0.84
C -5.22 4.36 0.83
C -5.97 4.38 -0.34
C -5.43 4.91 -1.50
C -4.14 5.43 -1.49
P -0.99 1.49 -0.45
C -1.77 0.64 0.97
C -2.39 -0.59 0.75
C -2.96 -1.28 1.81
C -2.90 -0.77 3.10
C -2.27 0.45 3.33
C -1.71 1.16 2.26
C -2.34 1.56 -1.69
C -3.67 1.61 -1.29
C -4.68 1.77 -2.23
C -4.37 1.89 -3.58
C -3.04 1.87 -3.98
C -2.04 1.72 -3.04
H -1.92 3.35 0.60
H -0.19 3.33 0.90
H -1.34 4.07 -1.85
H 0.25 4.45 -1.26
H 0.92 5.38 1.17
H 1.58 5.79 3.50
H 0.01 6.91 5.06
H -2.20 7.65 4.24
H -2.86 7.24 1.91
H -3.36 4.87 1.76
H -5.65 3.96 1.74
H -6.98 3.99 -0.35
H -6.01 4.94 -2.42
H -3.72 5.86 -2.40
H -2.44 -1.00 -0.25
H -3.46 -2.23 1.63
H -3.36 -1.30 3.92
H -2.23 0.86 4.33
H -1.23 2.11 2.46
H -3.94 1.54 -0.24
H -5.72 1.80 -1.90
H -5.16 2.00 -4.31
H -2.79 1.97 -5.03
H -1.01 1.70 -3.37
*
```

Mulliken population analysis, charges in e, atoms 1 to 6:
1 Ru 0.085
2 C -1.403
3 C 1.912
4 C -2.088
5 C -1.698
6 C 0.396



# 5
Density functional theory data (the ωB97M-V functional and the def2-TZVPD basis) for a molecular structure, C58H45I2N10O2SbSc.

Summary:
Gap between HOMO and LUMO (eV): 5.0252
Energy (eV): -123317.765

ORCA input file:
```
! wB97M-V def2-TZVPD RIJCOSX def2/J DEFGRID3
* xyz -1 1
Sc 1.28 0.48 -0.33
C 1.12 4.45 5.31
C 1.32 3.25 5.97
C 1.47 2.06 5.27
C 1.38 2.10 3.89
C 1.54 1.07 2.86
N 2.36 0.11 2.98
C 2.90 -0.70 2.05
C 3.98 -1.58 2.31
C 4.73 -1.84 3.47
C 5.83 -2.66 3.35
C 6.19 -3.24 2.12
C 5.47 -2.99 0.98
C 4.35 -2.15 1.07
C 3.48 -1.59 0.10
N 3.56 -1.90 -1.23
C 3.08 -1.13 -2.15
N 2.49 0.10 -1.97
C 2.25 0.66 -3.20
N 1.83 1.86 -3.45
C 1.61 2.76 -2.45
N 1.39 2.49 -1.13
C 1.36 3.70 -0.46
N 1.25 3.92 0.87
C 1.11 3.05 1.78
N 0.90 1.60 1.62
C 1.19 3.32 3.22
C 1.08 4.51 3.92
C 1.55 4.76 -1.39
C 1.67 6.15 -1.23
C 1.91 6.90 -2.35
C 2.03 6.31 -3.63
C 1.92 4.95 -3.80
C 1.68 4.16 -2.66
C 2.68 -0.28 -4.25
C 2.69 -0.20 -5.63
C 3.17 -1.29 -6.34
C 3.66 -2.42 -5.68
C 3.69 -2.48 -4.29
C 3.19 -1.40 -3.58
N 2.62 -0.72 0.69
H 1.01 5.37 5.88
H 1.35 3.23 7.05
H 1.63 1.12 5.78
H 4.46 -1.38 4.41
H 6.45 -2.85 4.22
H 7.07 -3.87 2.07
H 5.75 -3.41 0.02
H 0.96 5.44 3.39
H 1.58 6.60 -0.25
H 2.05 7.97 -2.27
H 2.21 6.95 -4.48
H 2.02 4.48 -4.77
H 2.32 0.69 -6.13
H 3.16 -1.27 -7.42
H 4.04 -3.25 -6.27
H 4.10 -3.34 -3.77
I -0.68 -0.84 1.76
I -1.00 -3.86 2.03
C -1.91 3.02 2.75
O -1.23 1.77 2.79
C -0.58 1.30 1.64
C -1.25 1.75 0.36
H -2.82 2.96 2.14
H -1.29 3.83 2.38
H -2.20 3.22 3.78
H -1.08 2.81 0.13
H -2.32 1.59 0.43
H -0.87 1.16 -0.48
N 0.04 -1.10 -1.41
C 0.08 -2.26 -1.52
N 0.12 -3.56 -1.58
C 1.36 -4.24 -1.99
C 1.40 -5.59 -1.31
O 0.25 -6.34 -1.64
C -0.89 -5.73 -1.07
C -1.12 -4.34 -1.65
H 2.21 -3.63 -1.70
H 1.35 -4.37 -3.08
H 1.46 -5.45 -0.22
H 2.26 -6.16 -1.66
H -0.79 -5.66 0.02
H -1.74 -6.37 -1.30
H -1.89 -3.82 -1.07
H -1.43 -4.42 -2.69
C -6.33 1.50 -2.71
C -5.50 0.91 -1.77
C -4.14 0.85 -1.99
C -3.57 1.38 -3.15
C -4.42 1.96 -4.10
C -5.79 2.01 -3.88
Sb -1.42 1.20 -3.39
C -1.67 -0.72 -4.35
C -2.76 -1.55 -4.11
C -2.81 -2.82 -4.66
C -1.75 -3.30 -5.42
C -0.65 -2.49 -5.65
C -0.62 -1.21 -5.12
C -1.34 2.35 -5.21
C -0.97 3.69 -5.10
C -0.89 4.49 -6.22
C -1.15 3.96 -7.48
C -1.52 2.63 -7.60
C -1.62 1.83 -6.47
H -7.40 1.56 -2.54
H -5.92 0.49 -0.86
H -3.50 0.37 -1.26
H -4.00 2.37 -5.00
H -6.43 2.45 -4.63
H -3.59 -1.19 -3.51
H -3.68 -3.45 -4.48
H -1.77 -4.31 -5.81
H 0.18 -2.85 -6.24
H 0.23 -0.57 -5.31
H -0.74 4.10 -4.12
H -0.61 5.54 -6.12
H -1.08 4.58 -8.36
H -1.74 2.21 -8.57
H -1.93 0.79 -6.56
*
```

Mulliken population analysis, charges in e, atoms 1 to 6:
1 Sc -0.054
2 C -0.796
3 C -0.654
4 C -0.900
5 C 0.216
6 C 0.507



# 6
Density functional theory data (the ωB97M-V functional and the def2-TZVPD basis) for C26H20F2N2O5S in the gas phase.

Summary:
Gap between HOMO and LUMO (eV): 7.5057
SMILES: CCOc1cc(/C=C2\S/C(=N\c3ccc(F)cc3)N(c3ccc(F)cc3)C2=O)ccc1OCC(=O)O
Energy (eV): -56774.499

ORCA input file:
```
! wB97M-V def2-TZVPD RIJCOSX def2/J DEFGRID3
* xyz 0 1
C -4.99 -3.59 -1.36
C -5.29 -3.04 0.03
H -4.57 -3.41 0.77
O -5.37 -1.63 0.05
C -4.23 -0.88 0.02
C -2.95 -1.39 0.06
C -1.81 -0.58 0.01
C -1.98 0.80 -0.09
C -3.25 1.33 -0.11
C -4.38 0.53 -0.05
O -5.57 1.21 -0.11
C -6.78 0.63 0.34
H -6.66 0.12 1.30
H -7.18 -0.09 -0.38
C -7.81 1.75 0.52
O -8.93 1.54 0.90
O -7.37 2.96 0.20
H -6.44 2.91 -0.09
H -3.39 2.40 -0.18
H -1.13 1.46 -0.14
C -0.53 -1.23 0.06
C 0.72 -0.72 0.06
C 1.88 -1.62 0.12
O 1.82 -2.83 0.17
N 3.07 -0.90 0.13
C 2.97 0.46 0.05
N 3.98 1.21 -0.04
C 4.01 2.58 -0.07
C 4.97 3.18 -0.89
C 5.09 4.55 -0.94
C 4.27 5.32 -0.13
C 3.34 4.76 0.71
C 3.20 3.38 0.74
H 2.49 2.93 1.41
H 2.72 5.39 1.33
F 4.39 6.67 -0.17
H 5.82 5.03 -1.58
H 5.60 2.55 -1.50
S 1.24 0.95 0.01
C 4.33 -1.55 0.20
C 4.59 -2.64 -0.62
C 5.81 -3.28 -0.53
C 6.75 -2.82 0.37
C 6.51 -1.74 1.19
C 5.28 -1.10 1.11
H 5.07 -0.25 1.74
H 7.26 -1.41 1.88
F 7.94 -3.45 0.45
H 6.03 -4.13 -1.16
H 3.84 -2.98 -1.31
H -0.55 -2.32 0.10
H -2.80 -2.46 0.12
H -6.29 -3.36 0.34
H -4.01 -3.26 -1.71
H -5.00 -4.68 -1.33
H -5.74 -3.25 -2.07
*
```

Mulliken population analysis, charges in e, atoms 1 to 6:
1 C -1.091
2 C -0.541
3 H 0.360
4 O -0.428
5 C 1.104
6 C -0.095



Q: The lowest energy belongs to which entry?
A: C49H58AsN2PRuS3Se2



Q: Which formula does entry 1 have?
A: C21H24FMnN10O3S